(1)
Here is C10H14IrNOS2Se4 as an isolated structure from the OMol25 dataset. Energies are from wB97M-V/def2-TZVPD.

Total charge ... +1
ΔE to the lowest compared entry with this formula, charge and spin ... 85.5 kJ/mol
Spin multiplicity ... 2

Structure (XYZ):
```
33
Properties=species:S:1:pos:R:3:forces:R:3:mulliken_charge:R:1
Se -2.40522 1.36450 -1.49450 -0.2 0.0 -0.1 -0.0066
C 0.56349 2.11152 -0.02988 0.0 0.1 0.0 -0.2202
Se -4.63789 1.39525 -0.90675 -0.1 0.0 0.0 -0.0698
C -0.09558 2.09400 1.20208 0.2 0.0 0.0 -1.2615
H 2.01001 0.00222 2.85296 0.0 0.0 0.0 0.4695
C 1.59187 0.59331 2.04764 0.1 -0.1 0.0 -0.5350
H 1.28743 -3.34645 -2.73229 0.0 0.0 0.0 0.4387
Se -4.92823 -0.89284 -0.70700 0.0 0.0 0.0 0.1118
Ir -1.49160 0.31345 0.42092 0.5 -0.1 0.1 0.8870
H -0.47010 -3.12216 -2.40807 0.0 0.0 0.0 0.3453
H -0.07289 1.29030 3.21113 0.0 0.0 0.0 0.4789
C 0.74570 -2.83667 0.09546 0.0 0.0 0.0 -0.9619
H 3.20189 0.13824 0.69629 0.0 0.0 0.0 0.4244
C 2.48931 1.53608 -1.54177 0.0 0.0 0.0 -1.7197
H 3.00099 2.49820 -1.60898 0.0 0.0 0.0 0.4291
H -0.24489 -3.28941 0.04575 0.0 0.0 0.0 0.2974
H 0.18057 2.74659 -0.81988 0.0 0.0 0.0 0.6642
H -0.90026 2.78984 1.39146 -0.1 0.0 0.0 0.4744
H 1.79159 1.47920 -2.37960 0.0 0.0 0.0 0.3691
N -2.66690 1.11540 1.75697 0.1 0.1 0.2 -0.5050
C 1.76722 1.41847 -0.23096 0.0 0.0 0.0 0.6719
H 1.52140 -3.58894 -0.05081 0.0 0.0 0.0 0.4745
H 0.89644 -2.33711 1.05131 0.0 0.0 0.0 0.2357
C 0.48197 -2.62575 -2.58795 0.0 0.0 0.0 -1.1286
H 3.23734 0.75353 -1.65690 0.0 0.0 0.0 0.3547
C 0.43151 1.30845 2.25301 -0.2 -0.1 0.0 -0.3266
C -3.33521 1.10376 2.73258 0.0 0.0 0.0 0.5484
H 0.41439 -1.96970 -3.45375 0.0 0.0 0.0 0.3842
O -0.33645 -0.71860 -1.06240 -0.1 0.2 -0.2 -0.4842
S -4.23194 1.14321 4.04170 0.0 0.0 0.0 -0.3597
Se -2.95858 -1.53879 0.23970 -0.1 -0.1 0.0 0.0333
C 2.26599 0.67222 0.82120 0.0 0.0 0.0 -0.1043
S 0.89664 -1.60132 -1.18865 0.1 -0.2 0.2 0.5904
```
Forces are in eV/Å.


(2)
Here is an isolated ion of composition C5H8N and charge +1 at a distorted geometry from the OMol25 dataset. Energies are from wB97M-V/def2-TZVPD.

Total charge ... +1
ΔE to the lowest compared entry with this formula, charge and spin ... 596.9 kJ/mol
Structure (SMILES) ... CC[N+]1=C2C[C@@H]21
Spin multiplicity ... 1

Structure (XYZ):
```
14
Properties=species:S:1:pos:R:3:forces:R:3:mulliken_charge:R:1
C 1.36649 1.07923 0.31204 0.2 -2.5 1.2 -0.1253
C -2.02141 -0.89600 0.12843 1.4 2.2 -2.1 -1.1576
N 0.39130 0.23163 -0.08983 -3.8 1.3 0.2 0.1560
H 2.51167 -0.50661 1.25801 -0.1 -2.1 3.4 0.3323
H 3.36564 0.17274 -0.07267 0.4 0.5 0.2 0.2476
H -1.26372 0.14276 -1.72107 -0.2 0.9 2.3 0.3087
C -1.38028 0.29070 -0.56501 3.2 -2.4 -1.6 -0.0737
H -1.80809 -0.77826 1.11084 -0.2 0.3 3.3 0.4188
C 1.34026 -0.53758 -0.51865 1.1 -1.4 -1.2 -0.2233
H -1.61242 1.23730 -0.14296 -0.3 0.8 -0.1 0.2960
C 2.42061 0.04668 0.43529 -0.4 2.3 -3.7 -0.2913
H 1.37686 2.10446 0.17569 0.2 2.0 -0.9 0.3585
H -1.67474 -1.83395 -0.14560 0.7 -1.6 -1.1 0.3954
H -3.01216 -0.75312 -0.16450 -2.1 -0.2 0.1 0.3579
```
Forces are in eV/Å.